Entry 1:
ORCA calculation (wB97M-V/def2-TZVPD) on a molecular structure, C8H14O.

The geometry in XYZ format:
```
23
Properties=species:S:1:pos:R:3:forces:R:3
C 0.338 -2.353 0.499 0.0 0.1 0.0
C -0.645 -1.218 0.636 -0.3 -0.1 0.0
C 0.107 0.285 1.034 0.1 0.1 -0.3
C -1.920 -1.454 0.999 0.3 0.1 -0.1
O 1.150 0.100 1.701 -0.2 -0.1 -0.3
H -0.743 0.854 1.432 -0.1 0.0 -0.1
H 0.945 -2.277 -0.406 0.0 0.0 0.0
H 1.029 -2.320 1.342 0.0 0.0 0.0
H -0.170 -3.319 0.489 0.0 0.1 0.0
H -2.613 -0.643 1.205 0.0 0.0 0.0
H -2.314 -2.460 1.108 0.1 0.0 0.0
C -0.223 2.436 -0.489 0.0 -0.1 0.0
C 1.768 0.912 -0.892 -0.1 0.0 0.0
C 0.303 1.009 -0.500 0.0 0.1 0.1
C -0.567 -0.014 -1.012 0.2 0.1 0.6
H 1.939 1.378 -1.867 0.0 0.0 0.0
H 2.380 1.415 -0.143 0.0 0.0 0.0
H 0.336 3.034 0.235 0.0 0.0 0.0
H -0.114 2.910 -1.469 0.0 0.0 0.0
H -1.280 2.476 -0.214 0.0 0.0 0.0
H 2.105 -0.123 -0.934 0.0 0.0 0.0
H -1.623 0.192 -1.125 0.0 0.0 0.0
H -0.188 -0.819 -1.629 0.0 -0.1 0.1
```
Forces are in eV/Å.

Strongest force on any atom, hartree/bohr: 0.01226
Charge: 0
E_LUMO (alpha / beta), Ha: -0.030 / -0.030
HOMO-LUMO gap (alpha / beta), eV: 7.3 / 7.3
HOMO level (alpha / beta), Ha: -0.2976 / -0.2975
Energy, Ha: -388.2973

Atom charges from the Mulliken analysis, given in e for atoms 1 to 8:
1 C -1.4330
2 C 0.7749
3 C 0.0326
4 C -0.9386
5 O -0.7012
6 H 0.3812
7 H 0.2622
8 H 0.2919


Entry 2:
ORCA calculation (wB97M-V/def2-TZVPD) on 2 unconnected molecules or ions with the total composition C8H14O.

The geometry in XYZ format:
```
23
Properties=species:S:1:pos:R:3:forces:R:3
C 2.634 -1.403 -1.378 -0.4 0.1 0.1
C 1.535 -1.735 -1.018 -0.7 0.1 0.1
C 0.145 -2.169 -0.639 0.6 -0.8 -1.6
C 0.018 -2.773 0.728 -0.1 -0.1 0.3
O -0.730 -2.188 -1.489 0.8 0.3 1.1
H 3.572 -1.026 -1.715 0.0 -0.2 0.0
H -0.347 -2.015 1.425 0.0 -0.1 0.0
H 0.982 -3.141 1.089 -0.1 0.2 -0.1
H -0.676 -3.616 0.699 -0.1 0.3 0.0
C -1.942 1.166 0.211 0.0 -0.3 0.0
C -0.423 1.052 0.176 0.4 -0.4 0.0
C 0.137 1.627 -1.121 0.1 -0.1 -0.1
C 0.211 1.713 1.395 0.0 0.0 0.1
H -2.395 0.648 -0.641 0.0 0.0 0.1
H -2.258 2.213 0.165 0.1 0.0 0.0
H -2.349 0.735 1.132 0.0 0.0 -0.1
H -0.091 -0.016 0.212 -0.6 0.7 0.0
H -0.081 2.696 -1.209 0.0 -0.1 0.0
H 1.223 1.494 -1.163 -0.1 0.1 0.0
H -0.287 1.108 -1.987 0.0 0.1 0.1
H 1.295 1.552 1.398 -0.1 0.1 0.0
H -0.189 1.289 2.322 0.0 0.1 -0.1
H 0.016 2.790 1.408 0.0 -0.1 0.0
```
Forces are in eV/Å.

Strongest force on any atom, hartree/bohr: 0.03738
Charge: 0
Structure (SMILES): C#CC(C)=O.CC(C)C
E_LUMO, Ha: 0.008
HOMO-LUMO gap, eV: 10.7
HOMO level, Ha: -0.3834
Energy, Ha: -388.3795

Atom charges from the Mulliken analysis, given in e for atoms 1 to 8:
1 C 0.1161
2 C -0.4082
3 C 0.6061
4 C -1.0838
5 O -0.5077
6 H 0.4229
7 H 0.2921
8 H 0.3388


Entry 3:
ORCA calculation (wB97M-V/def2-TZVPD) on C8H14O in the gas phase.

The geometry in XYZ format:
```
23
Properties=species:S:1:pos:R:3:forces:R:3
C 0.288 -0.718 -0.013 1.2 1.5 -2.2
C -0.152 -0.204 1.213 0.3 -0.7 -0.5
C 0.236 -1.974 -0.460 -1.2 -0.8 0.2
C -0.483 2.150 0.814 -0.4 2.7 -1.1
C -0.477 -3.013 0.398 -1.4 -0.9 -0.5
C 0.703 -2.354 -1.842 -1.3 -0.7 0.2
C -1.005 3.335 1.577 -0.3 -0.5 1.8
C -0.382 2.360 -0.651 -1.8 -0.8 0.6
O -0.364 1.059 1.449 -0.6 -0.2 1.6
H 0.724 -0.021 -0.803 -0.4 -0.7 1.5
H -0.321 -0.793 2.080 0.0 -0.4 0.5
H -0.930 -3.902 -0.298 1.5 1.8 1.9
H -1.434 -2.574 0.949 2.2 -0.8 -1.0
H 0.316 -3.318 1.157 -1.4 -0.4 -0.7
H 1.398 -1.619 -2.260 -0.4 -0.1 -0.1
H -0.244 -2.539 -2.478 1.6 0.4 0.5
H 1.210 -3.320 -1.756 0.1 0.0 -0.3
H -1.140 3.063 2.685 0.4 0.5 -1.5
H -1.989 3.786 1.260 0.8 -0.7 -0.2
H -0.242 4.105 1.446 -0.2 0.4 0.4
H -0.328 1.407 -1.148 -0.1 0.2 -0.7
H 0.250 3.092 -1.044 2.4 0.7 -0.1
H -1.267 2.944 -0.914 -0.9 -0.7 -0.2
```
Forces are in eV/Å.

Strongest force on any atom, hartree/bohr: 0.05916
Charge: 0
E_LUMO (alpha / beta), Ha: 0.034 / 0.028
HOMO-LUMO gap (alpha / beta), eV: 7.3 / 7.0
HOMO level (alpha / beta), Ha: -0.2328 / -0.2280
Energy, Ha: -388.2878

Atom charges from the Mulliken analysis, given in e for atoms 1 to 8:
1 C -0.0065
2 C -0.5765
3 C 0.6041
4 C 0.8742
5 C -1.1341
6 C -1.3015
7 C -1.2621
8 C -1.2425


Entry 4:
ORCA calculation (wB97M-V/def2-TZVPD) on C8H14O2Si in the gas phase.

The geometry in XYZ format:
```
25
Properties=species:S:1:pos:R:3:forces:R:3
C -1.571 1.469 -0.437 0.3 2.1 -2.3
C -0.936 2.285 0.594 -0.2 -0.5 -0.8
C -4.020 0.813 -0.564 4.1 2.3 -1.0
C -0.159 1.346 0.091 -1.3 -0.4 0.8
C -4.612 -1.108 0.877 -1.5 2.6 4.2
C 0.807 -1.585 -0.358 -1.3 1.7 -2.4
C 2.366 0.479 1.407 -0.6 -1.2 -0.3
C 2.075 0.982 -1.692 -0.4 -0.7 -0.4
O -2.602 0.587 -0.197 -3.6 -2.4 1.4
O -4.830 -0.014 -0.090 -0.5 -1.7 1.4
Si 1.309 0.234 -0.159 0.4 -0.2 0.0
H -1.668 1.905 -1.454 -0.1 -0.3 0.5
H -1.191 3.191 1.104 0.5 0.1 0.6
H -4.202 -1.915 0.383 0.9 -1.7 -0.9
H -5.681 -1.334 1.353 2.3 0.4 -1.4
H -3.954 -0.738 1.811 -1.2 -0.8 -2.5
H 1.326 -2.091 -1.150 0.9 -0.2 -0.1
H 0.991 -1.961 0.568 0.7 -1.7 2.6
H -0.231 -1.837 -0.619 0.0 0.7 0.3
H 2.233 1.517 1.598 0.5 1.2 0.2
H 1.816 0.014 2.243 0.3 -0.1 -0.2
H 3.422 0.156 1.429 -0.6 0.3 -0.1
H 1.408 0.799 -2.577 0.7 0.4 0.7
H 2.156 2.026 -1.459 -0.1 0.8 -0.2
H 3.087 0.658 -1.915 0.1 -0.3 -0.1
```
Forces are in eV/Å.

Strongest force on any atom, hartree/bohr: 0.10016
Charge: 0
E_LUMO, Ha: 0.029
HOMO-LUMO gap, eV: 9.2
HOMO level, Ha: -0.3100
Energy, Ha: -753.0109

Atom charges from the Mulliken analysis, given in e for atoms 1 to 8:
1 C -0.2873
2 C -0.2593
3 C -0.4387
4 C 0.0254
5 C -0.5586
6 C -1.1567
7 C -1.0460
8 C -1.0008


Entry 5:
ORCA calculation (wB97M-V/def2-TZVPD) on C8H14O2Si in the gas phase.

The geometry in XYZ format:
```
25
Properties=species:S:1:pos:R:3:forces:R:3
C -3.088 0.305 -1.517 2.5 1.0 -0.9
Si -2.310 -0.050 0.085 2.1 -2.4 -1.0
O -3.073 -1.389 0.694 0.0 0.1 -0.2
O -2.293 1.086 1.205 0.1 1.2 1.6
C -0.389 -0.526 -0.111 -1.4 0.3 0.5
C 0.335 -0.718 -1.216 -1.3 0.2 -1.2
C 1.724 -1.028 -0.873 3.1 1.6 -0.8
C 2.371 0.315 -0.227 -0.4 -2.3 0.3
C 1.607 0.415 1.098 0.9 2.7 1.9
C 0.621 -0.752 1.041 -0.7 0.1 0.4
C 1.534 -1.806 0.412 1.0 -2.4 1.1
H -3.399 1.360 -1.555 -0.3 -0.5 -0.3
H -2.183 0.185 -2.229 -1.4 0.4 0.8
H -3.780 -0.449 -1.809 -0.9 -0.2 -0.1
H -2.559 -1.735 1.422 -0.1 -0.5 0.3
H -1.776 0.755 1.962 -0.3 0.6 -0.2
H -0.023 -0.674 -2.255 0.1 0.2 0.5
H 2.448 -1.234 -1.740 -1.3 -0.7 1.4
H 2.363 1.068 -0.951 -0.6 1.6 -0.7
H 3.410 0.067 -0.107 0.6 0.0 0.4
H 2.297 0.339 2.015 -0.7 -0.5 -1.4
H 1.196 1.454 1.349 -0.1 -1.4 -0.9
H 0.181 -0.983 2.028 0.2 -0.1 -0.4
H 0.960 -2.732 0.173 0.5 0.4 0.5
H 2.478 -2.069 1.087 -1.8 0.7 -1.6
```
Forces are in eV/Å.

Strongest force on any atom, hartree/bohr: 0.07025
Charge: 0
Structure (SMILES): C[Si](O)(O)C1=C[C@H]2CC[C@@H]1C2
E_LUMO, Ha: 0.019
HOMO-LUMO gap, eV: 9.5
HOMO level, Ha: -0.3305
Energy, Ha: -753.2540

Atom charges from the Mulliken analysis, given in e for atoms 1 to 8:
1 C -0.9573
2 Si 0.4899
3 O -0.5689
4 O -0.5275
5 C 0.0925
6 C -0.5500
7 C -0.1778
8 C -0.9059


Repeat the fourth record exactly.
ORCA calculation (wB97M-V/def2-TZVPD) on C8H14O2Si in the gas phase.

The geometry in XYZ format:
```
25
Properties=species:S:1:pos:R:3:forces:R:3
C -1.571 1.469 -0.437 0.3 2.1 -2.3
C -0.936 2.285 0.594 -0.2 -0.5 -0.8
C -4.020 0.813 -0.564 4.1 2.3 -1.0
C -0.159 1.346 0.091 -1.3 -0.4 0.8
C -4.612 -1.108 0.877 -1.5 2.6 4.2
C 0.807 -1.585 -0.358 -1.3 1.7 -2.4
C 2.366 0.479 1.407 -0.6 -1.2 -0.3
C 2.075 0.982 -1.692 -0.4 -0.7 -0.4
O -2.602 0.587 -0.197 -3.6 -2.4 1.4
O -4.830 -0.014 -0.090 -0.5 -1.7 1.4
Si 1.309 0.234 -0.159 0.4 -0.2 0.0
H -1.668 1.905 -1.454 -0.1 -0.3 0.5
H -1.191 3.191 1.104 0.5 0.1 0.6
H -4.202 -1.915 0.383 0.9 -1.7 -0.9
H -5.681 -1.334 1.353 2.3 0.4 -1.4
H -3.954 -0.738 1.811 -1.2 -0.8 -2.5
H 1.326 -2.091 -1.150 0.9 -0.2 -0.1
H 0.991 -1.961 0.568 0.7 -1.7 2.6
H -0.231 -1.837 -0.619 0.0 0.7 0.3
H 2.233 1.517 1.598 0.5 1.2 0.2
H 1.816 0.014 2.243 0.3 -0.1 -0.2
H 3.422 0.156 1.429 -0.6 0.3 -0.1
H 1.408 0.799 -2.577 0.7 0.4 0.7
H 2.156 2.026 -1.459 -0.1 0.8 -0.2
H 3.087 0.658 -1.915 0.1 -0.3 -0.1
```
Forces are in eV/Å.

Strongest force on any atom, hartree/bohr: 0.10016
Charge: 0
E_LUMO, Ha: 0.029
HOMO-LUMO gap, eV: 9.2
HOMO level, Ha: -0.3100
Energy, Ha: -753.0109

Atom charges from the Mulliken analysis, given in e for atoms 1 to 8:
1 C -0.2873
2 C -0.2593
3 C -0.4387
4 C 0.0254
5 C -0.5586
6 C -1.1567
7 C -1.0460
8 C -1.0008


Q: Number 4 is which compound?
A: C8H14O2Si


Repeat the first record exactly.
ORCA calculation (wB97M-V/def2-TZVPD) on a molecular structure, C8H14O.

The geometry in XYZ format:
```
23
Properties=species:S:1:pos:R:3:forces:R:3
C 0.338 -2.353 0.499 0.0 0.1 0.0
C -0.645 -1.218 0.636 -0.3 -0.1 0.0
C 0.107 0.285 1.034 0.1 0.1 -0.3
C -1.920 -1.454 0.999 0.3 0.1 -0.1
O 1.150 0.100 1.701 -0.2 -0.1 -0.3
H -0.743 0.854 1.432 -0.1 0.0 -0.1
H 0.945 -2.277 -0.406 0.0 0.0 0.0
H 1.029 -2.320 1.342 0.0 0.0 0.0
H -0.170 -3.319 0.489 0.0 0.1 0.0
H -2.613 -0.643 1.205 0.0 0.0 0.0
H -2.314 -2.460 1.108 0.1 0.0 0.0
C -0.223 2.436 -0.489 0.0 -0.1 0.0
C 1.768 0.912 -0.892 -0.1 0.0 0.0
C 0.303 1.009 -0.500 0.0 0.1 0.1
C -0.567 -0.014 -1.012 0.2 0.1 0.6
H 1.939 1.378 -1.867 0.0 0.0 0.0
H 2.380 1.415 -0.143 0.0 0.0 0.0
H 0.336 3.034 0.235 0.0 0.0 0.0
H -0.114 2.910 -1.469 0.0 0.0 0.0
H -1.280 2.476 -0.214 0.0 0.0 0.0
H 2.105 -0.123 -0.934 0.0 0.0 0.0
H -1.623 0.192 -1.125 0.0 0.0 0.0
H -0.188 -0.819 -1.629 0.0 -0.1 0.1
```
Forces are in eV/Å.

Strongest force on any atom, hartree/bohr: 0.01226
Charge: 0
E_LUMO (alpha / beta), Ha: -0.030 / -0.030
HOMO-LUMO gap (alpha / beta), eV: 7.3 / 7.3
HOMO level (alpha / beta), Ha: -0.2976 / -0.2975
Energy, Ha: -388.2973

Atom charges from the Mulliken analysis, given in e for atoms 1 to 8:
1 C -1.4330
2 C 0.7749
3 C 0.0326
4 C -0.9386
5 O -0.7012
6 H 0.3812
7 H 0.2622
8 H 0.2919